Computed, not measured: one molecule with the formula C25H26N6O3 in a non-equilibrium geometry, with ωB97M-V with the def2-TZVPD basis set.

Structure (XYZ):
```
60
Properties=species:S:1:pos:R:3:forces:R:3:mulliken_charge:R:1
C 6.9453 -0.3805 0.1261 -0.413 0.071 -0.207 -1.24
C 6.0270 -0.3383 -1.0799 0.495 -0.186 -0.274 -0.22
O 4.7209 0.0330 -0.6367 -0.073 0.078 0.333 -0.26
C 3.7754 0.1086 -1.5778 -0.001 -0.032 -0.318 0.21
O 3.9948 -0.1129 -2.7473 0.057 0.018 0.136 -0.63
C 2.4680 0.4735 -0.9938 -0.329 0.150 0.249 1.00
C 2.2054 0.1816 0.3490 0.129 0.122 -0.444 -1.04
N 1.0642 0.4543 0.9379 -0.271 -0.010 0.313 -0.33
C 0.1434 1.0460 0.1872 0.822 -0.147 -0.294 0.23
N -1.0614 1.3648 0.7353 -0.666 0.400 -0.037 0.16
C -1.5141 1.0108 1.9680 0.301 -0.357 0.865 0.46
N -0.8880 0.4121 2.9183 0.447 0.060 -0.361 -0.49
C -1.8200 0.2933 3.9258 -1.013 0.405 -0.157 0.47
C -1.7412 -0.2795 5.1858 0.042 0.081 -0.248 -0.85
C -2.8795 -0.2447 5.9694 -0.082 -0.038 0.147 -0.50
C -4.0620 0.3405 5.5228 -0.025 -0.036 0.100 -0.40
C -4.1590 0.9191 4.2677 0.004 0.183 -0.447 -1.23
C -3.0235 0.8819 3.4870 0.548 -0.584 0.915 1.01
O -2.8098 1.3526 2.2229 -0.052 0.246 -0.434 -0.51
N 0.2898 1.4058 -1.0883 -0.290 0.224 0.012 -0.51
C 1.4296 1.1178 -1.6984 0.406 -0.236 0.290 0.84
C 1.5043 1.4915 -3.1588 0.150 0.046 -0.259 -1.51
N 0.6959 0.6472 -4.0191 0.024 0.015 0.190 0.29
C -0.7462 0.8550 -3.9218 -0.360 0.156 -0.264 -0.41
C -1.4883 -0.4787 -3.8005 0.008 0.278 -0.041 -1.27
N -0.9245 -1.2557 -2.7252 0.168 0.111 -0.154 0.21
C -1.4919 -1.3555 -1.4783 -0.153 -0.146 0.102 1.59
C -0.9101 -2.1706 -0.4948 0.201 -0.016 -0.101 -0.22
C -1.4888 -2.3212 0.7485 -0.108 0.036 0.048 -0.85
C -2.6814 -1.6913 1.0588 -0.126 -0.075 0.130 -0.38
C -3.2706 -0.8837 0.1021 -0.053 -0.112 0.034 -0.97
C -2.6843 -0.7020 -1.1352 -0.122 0.097 -0.210 -0.82
C 0.4644 -1.6107 -2.9488 0.211 -0.216 -0.021 -0.37
C 1.0799 -0.7457 -4.0659 -0.020 -0.244 -0.140 -1.51
H 6.9771 0.5939 0.6059 0.065 0.079 0.071 0.31
H 7.9475 -0.6557 -0.1887 0.103 -0.027 -0.014 0.40
H 6.5854 -1.1102 0.8464 0.027 -0.081 0.095 0.31
H 6.3700 0.3943 -1.8194 -0.076 -0.145 0.086 0.30
H 5.9677 -1.3147 -1.5743 0.013 0.175 0.035 0.32
H 2.9500 -0.3038 0.9646 0.117 -0.015 -0.007 0.56
H -1.7446 1.7655 0.1062 0.170 -0.115 0.032 0.33
H -0.8251 -0.7326 5.5259 0.129 -0.063 0.056 0.47
H -2.8558 -0.6836 6.9557 0.000 -0.034 0.082 0.38
H -4.9262 0.3425 6.1695 -0.072 0.006 0.047 0.39
H -5.0720 1.3716 3.9158 -0.129 0.052 -0.013 0.45
H 1.1457 2.5171 -3.2774 0.076 -0.018 0.106 0.36
H 2.5344 1.4279 -3.5096 -0.119 0.144 0.078 0.54
H -0.9760 1.4596 -3.0398 -0.060 -0.071 -0.177 0.31
H -1.0837 1.3933 -4.8182 -0.155 -0.011 0.081 0.39
H -1.3920 -1.0523 -4.7289 -0.119 0.067 0.040 0.33
H -2.5499 -0.3081 -3.6378 0.057 -0.034 -0.087 0.49
H -0.0031 -2.7139 -0.7078 0.080 -0.040 -0.058 0.41
H -1.0058 -2.9497 1.4817 0.062 -0.055 0.063 0.37
H -3.1407 -1.8269 2.0267 -0.031 0.010 0.094 0.45
H -4.1981 -0.3733 0.3232 -0.052 0.040 0.010 0.35
H -3.1738 -0.0408 -1.8335 -0.017 0.026 -0.085 0.25
H 0.5514 -2.6722 -3.2250 0.131 0.034 0.063 0.56
H 1.0328 -1.4557 -2.0275 -0.073 -0.086 -0.066 0.19
H 2.1666 -0.8048 -4.0023 -0.083 -0.083 -0.058 0.44
H 0.7817 -1.1363 -5.0441 0.099 -0.099 0.075 0.39
```
Positions in Å, forces in eV/Å.

For the largest force on an atom, the calculation gives 0.0236 hartree/bohr. The total energy is -1522.5574 Eh. The HOMO energy is -7.4 eV. As for the SMILES: CCOC(=O)c1cnc(Nc2nc3ccccc3o2)nc1CN1CCN(c2ccccc2)CC1. Its HOMO-LUMO gap is 7.765 eV.